Density functional theory data (ωB97M-V with the def2-TZVPD basis set) for the molecule C14H27N3O4S.

Cartesian coordinates (Å):
S1 2.1300 0.1925 -0.4441
O1 1.1321 -0.8370 -0.3492
O2 5.7427 -1.3014 -0.2163
O3 -3.6549 1.6166 0.3715
O4 2.6645 0.4609 -1.7447
N1 -2.4976 -0.1998 -0.3352
N2 1.6419 1.6569 0.1884
N3 3.3084 -0.1588 0.6818
C1 -3.6324 -1.0696 -0.6279
C2 0.9960 1.5625 1.4832
C3 -2.6036 1.0574 0.1346
C4 4.5070 0.6484 0.5380
C5 0.8892 2.4694 -0.7514
C6 3.6016 -1.5674 0.8812
C7 -4.4358 -1.3307 0.6535
C8 5.4571 0.0514 -0.5052
C9 -0.4215 0.9965 1.3931
C10 -0.5040 1.8892 -0.9817
C11 4.5649 -2.0764 -0.1935
C12 -1.2540 1.7527 0.3496
C13 -4.4859 -0.4564 -1.7361
C14 -5.4551 -2.4516 0.4979
H1 4.9935 0.1356 -1.4972
H2 4.9979 0.6887 1.5156
H3 -1.0702 2.5319 -1.6579
H4 -1.4743 2.7564 0.7299
H5 -4.9726 -3.3654 0.1561
H6 -4.9348 -0.4066 0.9447
H7 -0.3447 -0.0560 1.1233
H8 0.8314 3.4822 -0.3422
H9 -0.9058 1.0683 2.3686
H10 -3.2095 -2.0173 -0.9800
H11 -3.8710 -0.2528 -2.6101
H12 -5.9330 -2.6540 1.4533
H13 -4.9187 0.4766 -1.3873
H14 4.0521 -1.6766 1.8729
H15 -5.2822 -1.1361 -2.0234
H16 -6.2291 -2.1822 -0.2152
H17 4.1877 1.6469 0.2424
H18 2.6548 -2.1041 0.8405
H19 -0.3804 0.9132 -1.4545
H20 4.8781 -3.1009 0.0144
H21 1.4594 2.4870 -1.6806
H22 -3.7307 -1.5951 1.4457
H23 -1.5758 -0.5768 -0.4893
H24 0.9829 2.5699 1.9106
H25 6.4163 0.5713 -0.4974
H26 1.6252 0.9213 2.1017
H27 4.0631 -2.0306 -1.1719

Atoms 1-2, force components in eV/Å:
0.5 0.4 0.7
0.0 -0.2 0.1

Calculated values
orbital gap	9.9081	eV
F_max	0.0204	hartree/bohr
LUMO level	0.73	eV
highest occupied orbital energy	-9.2	eV
SMILES string	CC[C@@H](C)NC(=O)C1CCN(S(=O)(=O)N2CCOCC2)CC1

Listed below, in e, are the Mulliken charges computed for each atom:
1 S 1.195
2 O -0.736
3 O -0.417
4 O -0.677
5 O -0.782
6 N -0.073
7 N 0.213
8 N 0.036
9 C 0.040
10 C -1.274
11 C 0.120
12 C -0.688
13 C -1.308
14 C -0.767
15 C -0.440
16 C -0.508
17 C -0.552
18 C -0.463
19 C -0.416
20 C 0.293
21 C -1.582
22 C -1.346
23 H 0.307
24 H 0.430
25 H 0.484
26 H 0.372
27 H 0.323
28 H 0.311
29 H 0.215
30 H 0.436
31 H 0.495
32 H 0.442
33 H 0.389
34 H 0.395
35 H 0.327
36 H 0.338
37 H 0.465
38 H 0.317
39 H 0.348
40 H 0.391
41 H 0.260
42 H 0.378
43 H 0.495
44 H 0.370
45 H 0.166
46 H 0.462
47 H 0.380
48 H 0.513
49 H 0.324



Density functional theory data (ωB97M-V with the def2-TZVPD basis set) for the molecule C3H6N2.

Cartesian coordinates (Å):
N1 -1.0457 -0.4127 -0.7515
N2 -0.3564 0.6340 -1.4345
C1 -0.4043 -0.8038 0.4961
C2 0.6890 0.9527 -0.7940
C3 0.7455 0.2967 0.5275
H1 -1.8889 -0.8221 -1.0486
H2 1.6619 -0.1778 1.0313
H3 0.1253 -1.8290 0.3614
H4 0.2159 1.0912 1.2876
H5 1.2650 1.7745 -1.0918
H6 -1.0074 -0.7038 1.4165

Atoms 1-2, force components in eV/Å:
1.7 1.6 0.8
-1.7 -1.6 -0.3

Calculated values
orbital gap	9.2021	eV
F_max	0.0875	hartree/bohr
LUMO level	1.09	eV
highest occupied orbital energy	-8.1	eV
SMILES string	C1=NNCC1

Listed below, in e, are the Mulliken charges computed for each atom:
1 N -0.046
2 N -0.454
3 C -0.465
4 C -0.302
5 C -0.316
6 H 0.178
7 H 0.316
8 H 0.234
9 H 0.157
10 H 0.441
11 H 0.256



Density functional theory data (ωB97M-V with the def2-TZVPD basis set) for the molecule C22H22N2O5S.

Cartesian coordinates (Å):
S1 6.4020 -0.8793 0.7024
O1 6.4800 -0.7133 2.1211
O2 -1.9034 -1.4756 -2.1557
O3 7.1993 -1.8775 0.0576
O4 -6.3657 -1.2585 1.1928
O5 3.7791 2.1058 0.8308
N1 -2.8220 -1.4664 -0.0913
N2 6.8493 0.5763 0.0125
C1 -7.4909 -1.2486 2.0367
C2 2.3685 -0.9921 0.7733
C3 -5.9574 -0.0820 0.6301
C4 3.0704 -1.5430 -1.4616
C5 -4.1965 -1.4723 -0.5467
C6 4.3920 -1.4473 -1.0733
C7 -4.4002 1.0022 -0.8499
C8 -6.5459 1.1518 0.8848
C9 3.6904 -0.8889 1.1610
C10 -4.8726 -0.1563 -0.2550
C11 4.7953 1.9349 -0.0400
C12 -0.4509 -1.3476 -0.2796
C13 2.6462 2.1964 0.1143
C14 4.6892 -1.1066 0.2325
C15 -4.9835 2.2297 -0.5882
C16 2.0370 -1.3085 -0.5475
C17 2.9086 2.0824 -1.2138
C18 -1.7717 -1.4298 -0.9459
C19 0.6652 -1.3886 -1.0134
C20 -6.0577 2.2972 0.2787
C21 6.1814 1.7616 0.4993
C22 4.3108 1.9138 -1.3166
H1 4.8770 1.7998 -2.2185
H2 6.1330 1.6557 1.5852
H3 6.8028 2.6305 0.2550
H4 -4.6056 3.1232 -1.0607
H5 -7.3851 1.2331 1.5573
H6 6.9261 0.5097 -0.9897
H7 0.5324 -1.4997 -2.0833
H8 -8.3823 -0.8870 1.5147
H9 5.2001 -1.6379 -1.7622
H10 -6.5272 3.2463 0.4905
H11 -4.1554 -1.6446 -1.6260
H12 -7.6441 -2.2855 2.3325
H13 1.5890 -0.8102 1.4959
H14 2.8242 -1.8007 -2.4808
H15 -7.3200 -0.6405 2.9311
H16 -3.5652 0.9282 -1.5311
H17 3.9700 -0.6362 2.1716
H18 -2.6692 -1.3662 0.8993
H19 1.7330 2.3454 0.6545
H20 -0.4428 -1.2601 0.7967
H21 -4.7397 -2.2874 -0.0640
H22 2.2027 2.1140 -2.0175

Atoms 1-2, force components in eV/Å:
0.3 0.1 -0.4
-0.3 0.2 0.0

Calculated values
orbital gap	8.2561	eV
F_max	0.0189	hartree/bohr
LUMO level	-0.37	eV
highest occupied orbital energy	-8.6	eV
SMILES string	COc1ccccc1CNC(=O)/C=C/c1ccc(S(=O)(=O)NCc2ccco2)cc1

Listed below, in e, are the Mulliken charges computed for each atom:
1 S 1.344
2 O -0.685
3 O -0.708
4 O -0.712
5 O -0.405
6 O -0.327
7 N -0.177
8 N -0.283
9 C -0.953
10 C -0.490
11 C 0.641
12 C -0.775
13 C -0.928
14 C -0.896
15 C -0.250
16 C -0.563
17 C -0.801
18 C 0.530
19 C 0.671
20 C -0.705
21 C -0.537
22 C 0.293
23 C -0.806
24 C 1.414
25 C -0.457
26 C 0.612
27 C -0.402
28 C -0.628
29 C -1.157
30 C -0.399
31 H 0.492
32 H 0.410
33 H 0.350
34 H 0.387
35 H 0.391
36 H 0.317
37 H 0.403
38 H 0.384
39 H 0.468
40 H 0.373
41 H 0.345
42 H 0.244
43 H 0.340
44 H 0.404
45 H 0.360
46 H 0.466
47 H 0.478
48 H 0.242
49 H 0.526
50 H 0.257
51 H 0.420
52 H 0.483



Density functional theory data (ωB97M-V with the def2-TZVPD basis set) for a cluster of 3 separate species, C3H12NO4 in total.

Cartesian coordinates (Å):
O1 -1.2913 1.6996 0.9205
O2 -1.4647 -0.5991 -1.1736
O3 -2.8173 -1.1827 1.7689
O4 0.0511 -2.2355 -1.6081
N1 1.0822 0.5040 -0.0019
C1 2.4867 0.9373 0.2259
C2 0.8755 -0.0755 -1.3793
C3 -0.3573 -0.9835 -1.3663
H1 -0.6753 -2.8784 -1.6385
H2 2.7432 1.6331 -0.5603
H3 0.7855 -0.2230 0.6495
H4 -1.7833 0.9636 1.3092
H5 0.4206 1.2819 0.1295
H6 3.1168 0.0584 0.1602
H7 2.5954 1.4821 1.1543
H8 1.7941 -0.5787 -1.6519
H9 -1.8670 2.4649 1.0082
H10 0.7245 0.6967 -2.1332
H11 -3.6450 -0.8597 2.1397
H12 -2.7744 -2.1055 2.0473

Atoms 1-2, force components in eV/Å:
0.2 -0.1 0.1
-0.2 0.0 0.1

Calculated values
orbital gap	11.7079	eV
total charge	+1
F_max	0.0160	hartree/bohr
LUMO level	-3.05	eV
highest occupied orbital energy	-14.8	eV

Listed below, in e, are the Mulliken charges computed for each atom:
1 O -0.608
2 O -0.425
3 O -0.599
4 O -0.452
5 N -0.067
6 C -0.884
7 C -0.437
8 C 0.362
9 H 0.380
10 H 0.386
11 H 0.362
12 H 0.284
13 H 0.339
14 H 0.370
15 H 0.347
16 H 0.398
17 H 0.300
18 H 0.334
19 H 0.309
20 H 0.300



Density functional theory data (ωB97M-V with the def2-TZVPD basis set) for a structure of composition C32H33BFIrN12O6S2.

Cartesian coordinates (Å):
Ir1 -0.3963 0.4840 -0.6441
S1 0.3751 -2.4142 -2.8482
S2 -2.1575 -2.0634 -4.3399
F1 0.0038 -3.9119 5.3091
O1 0.4545 -1.5775 0.1190
O2 -4.6120 0.6592 -4.3961
O3 -1.6917 -1.5847 -0.2396
O4 2.7698 -4.0865 4.7854
O5 1.9312 -4.0988 0.3106
O6 -2.1914 1.4767 -1.0043
N1 2.9997 1.4871 2.3526
N2 1.2398 2.5647 0.8603
N3 -2.4989 0.2151 -2.8672
N4 1.7323 0.5569 -0.9799
N5 -0.5339 0.5401 1.4737
N6 -1.3054 -0.3519 -2.5298
N7 3.3009 0.5865 3.3245
N8 0.6289 0.6241 2.1595
N9 2.3084 0.4361 0.2412
N10 0.1575 -3.8439 1.7231
N11 0.3538 2.4724 -0.1551
N12 2.3059 -4.0968 2.5581
C1 0.6849 4.6174 0.2710
C2 5.0950 1.8734 2.9223
C3 -4.5229 2.8769 -1.4675
C4 -1.0271 -3.3334 -4.9808
C5 -1.0384 -1.4598 -3.1496
C6 -4.9173 1.5868 -3.4795
C7 1.5065 -4.0100 1.4419
C8 -4.1274 1.8564 -2.3469
C9 3.4373 -0.2602 0.1297
C10 1.4382 3.8577 1.1414
C11 0.4993 -3.9155 4.0711
C12 -0.1822 -3.8387 -3.8344
C13 -6.0856 2.3247 -3.6804
C14 3.6252 -0.5898 -1.2026
C15 2.2683 0.0190 -3.3408
C16 0.0098 3.7042 -0.5444
C17 4.0856 2.2680 2.0920
C18 -0.7275 -3.6048 0.6042
C19 2.5332 -0.0532 -1.8761
C20 -0.6497 -2.1568 0.1347
C21 0.3919 0.3566 3.4492
C22 -5.6630 3.6115 -1.6897
C23 5.2294 -0.0254 4.7200
C24 -0.9513 0.0667 3.5926
C25 -1.5138 0.1993 2.3219
C26 -2.9405 0.0695 1.9077
C27 -0.9002 3.9680 -1.6949
C28 -6.4510 3.3225 -2.8045
C29 1.9457 -4.0386 3.9101
C30 4.5509 0.8089 3.6854
C31 -0.3130 -3.7986 3.0207
C32 -2.8783 1.1428 -2.0594
B1 1.8129 1.2700 1.4513
H1 6.0881 2.2836 2.9916
H2 5.9914 0.5533 5.2386
H3 2.3953 -0.9487 -3.8130
H4 -1.7594 -3.8241 0.8645
H5 -3.7937 0.2014 -4.1219
H6 -0.4056 -4.2313 -0.2282
H7 -3.0399 -0.6147 1.0702
H8 3.2919 -4.2248 2.3753
H9 -6.6850 2.0824 -4.5475
H10 4.5096 -0.4131 5.4377
H11 -3.8996 3.0744 -0.6057
H12 1.1953 0.3876 4.1635
H13 5.7217 -0.8789 4.2505
H14 -5.9466 4.4057 -1.0134
H15 -1.9368 3.7996 -1.4146
H16 -0.6596 3.2890 -2.5137
H17 4.4446 -1.1382 -1.6331
H18 -7.3585 3.8831 -2.9859
H19 0.7135 -4.3538 -4.1774
H20 1.2573 0.3823 -3.5251
H21 -0.7478 -4.5006 -3.1803
H22 -3.3208 1.0377 1.5783
H23 4.0405 -0.4875 0.9945
H24 4.0637 3.0275 1.3276
H25 2.0839 4.1661 1.9456
H26 2.9725 0.7094 -3.8081
H27 -1.6378 -4.1304 -5.4018
H28 -1.4731 -0.1747 4.5021
H29 -3.5412 -0.2826 2.7425
H30 -0.4257 -2.8847 -5.7697
H31 -0.7859 4.9943 -2.0342
H32 -1.3787 -3.6679 3.1484
H33 0.6270 5.6899 0.2139

Atoms 1-2, force components in eV/Å:
-1.9 1.2 1.0
-0.1 -0.2 0.0

Calculated values
orbital gap (alpha / beta)	6.0263 / 5.7103	eV
total charge	+1
F_max	0.0475	hartree/bohr
LUMO level (alpha / beta)	-4.66 / -4.95	eV
spin multiplicity	2
highest occupied orbital energy (alpha / beta)	-10.7 / -10.7	eV
expectation value of S²	0.76

Listed below, in e, are the Mulliken charges computed for each atom:
1 Ir 3.403
2 S 0.091
3 S -0.072
4 F -0.341
5 O -0.931
6 O -0.675
7 O -0.815
8 O -0.601
9 O -0.637
10 O -0.943
11 N 0.667
12 N 0.653
13 N -0.918
14 N -0.643
15 N -0.432
16 N 0.062
17 N -1.106
18 N 1.120
19 N 1.675
20 N 0.250
21 N -0.073
22 N -0.040
23 C -1.707
24 C -1.292
25 C -0.527
26 C -0.586
27 C 0.192
28 C 0.593
29 C 0.396
30 C 0.712
31 C -0.182
32 C -0.007
33 C 0.397
34 C -0.732
35 C -0.693
36 C -1.547
37 C -1.433
38 C 0.529
39 C -0.382
40 C -1.702
41 C 0.173
42 C 0.956
43 C -0.079
44 C -1.108
45 C -1.324
46 C -1.668
47 C 0.513
48 C -1.391
49 C -1.207
50 C -0.391
51 C 0.289
52 C 0.697
53 C -0.052
54 C 0.557
55 B 0.100
56 H 0.477
57 H 0.385
58 H 0.397
59 H 0.459
60 H 0.606
61 H 0.173
62 H 0.225
63 H 0.249
64 H 0.462
65 H 0.346
66 H 0.308
67 H 0.685
68 H 0.247
69 H 0.437
70 H -0.059
71 H 0.232
72 H 0.510
73 H 0.395
74 H 0.509
75 H 0.198
76 H 0.276
77 H 0.197
78 H 0.615
79 H 0.608
80 H 0.710
81 H 0.386
82 H 0.435
83 H 0.569
84 H 0.452
85 H 0.313
86 H 0.509
87 H 0.378
88 H 0.520



Asked for relative energy (zero: lowest compared OMol25 entry of this formula, charge and spin) across the records above, the calculation gives 0.00 221.39 228.23 79.25 87.53 kJ/mol in order.